No. 1
A structure of composition C28H40B2N12OOsS3 at a distorted geometry, computed with wB97M-V/def2-TZVPD.

⟨S²⟩: 0.76
Electronic energy: -3157.4620 a.u.
ΔE to the lowest compared entry with this formula, charge and spin: 0.0 kJ/mol
Charge: +3
2S+1: 2
Kohn-Sham gap (alpha / beta): 5.212 / 3.296 eV

Each line ends with the Mulliken spin population.
Cartesian coordinates (Å):
Os 0.782506 0.092932 -0.022060  0.029
C 4.277418 0.966746 -0.311507  -0.001
C 3.762704 0.207549 0.860998  -0.001
C 4.519987 -0.220347 1.928958  -0.001
C 3.641030 -0.854808 2.788172  0.002
N 2.416926 -0.830807 2.271043  -0.005
N 2.456037 -0.172914 1.068746  0.002
B 1.048412 -1.400436 2.752837  0.009
N 0.493758 -2.316487 1.633002  0.010
C 0.188226 -3.607294 1.707141  0.000
C -0.207414 -4.042074 0.458459  -0.001
C -0.120522 -2.939624 -0.369695  0.002
C -0.428934 -2.941236 -1.820987  0.000
N 0.318597 -1.872881 0.353712  0.000
N 0.100790 -0.203902 2.877590  0.005
C -0.426451 0.328963 3.972266  -0.006
C -1.211773 1.399547 3.602639  -0.001
C -1.120592 1.475302 2.224046  0.000
C -1.819928 2.496731 1.391870  0.000
N -0.308844 0.478484 1.767408  0.003
N 1.052198 -2.187331 4.034870  0.307
C 1.959856 -2.613099 4.949382  0.258
C 1.282641 -3.299969 5.924295  0.207
C -0.084830 -3.260158 5.535210  0.227
C -1.260062 -3.870249 6.229781  0.012
N -0.221348 -2.600002 4.411511  0.000
H 5.337042 1.158531 -0.161997  0.000
H 3.775650 1.927594 -0.432981  0.000
H 4.160989 0.416967 -1.242399  0.000
H 5.578558 -0.084463 2.068892  0.000
H 3.848078 -1.296545 3.743110  -0.003
H 0.274004 -4.153683 2.629852  0.000
H -0.509402 -5.036877 0.178027  0.000
H -1.405842 -3.395428 -1.987638  0.000
H 0.302439 -3.560647 -2.337442  0.000
H -0.417328 -1.943769 -2.245245  0.001
H -0.211158 -0.068140 4.949876  -0.002
H -1.783235 2.044544 4.248059  0.000
H -1.848919 3.440762 1.933803  0.000
H -2.852446 2.196125 1.211625  0.000
H -1.336600 2.655868 0.432965  0.000
H 3.014662 -2.430231 4.876090  0.004
H 1.696161 -3.769940 6.801401  -0.035
H -0.963232 -4.347140 7.159761  -0.003
H -1.738072 -4.611335 5.589103  0.006
H -2.017478 -3.115623 6.439469  0.006
C -0.016931 5.421469 0.416698  0.000
N -0.047254 4.680260 -0.851119  0.000
C -0.529403 5.175968 -2.017385  0.000
C -0.258100 4.249544 -3.000783  0.000
N 0.375184 3.203445 -2.423895  0.001
B 1.362434 2.162785 -3.052131  0.000
N 0.676168 0.919623 -3.688088  -0.003
C -0.056854 0.829093 -4.831774  -0.001
C 0.021461 -0.459860 -5.279364  -0.002
N 0.798512 -1.148300 -4.389985  -0.001
C 1.248825 -2.530882 -4.581960  0.000
C 1.157739 -0.297496 -3.402623  0.000
S 1.989439 -0.718281 -1.934954  -0.027
C 0.491003 3.455004 -1.105021  0.000
S 1.174865 2.430225 0.079256  0.004
H -1.031288 5.663046 0.724719  0.000
H 0.551015 6.337803 0.274966  0.000
H 0.465303 4.815484 1.177041  0.000
H -1.017158 6.135230 -2.079139  0.000
H -0.443179 4.305577 -4.060203  0.000
H 2.026216 1.778487 -2.152167  0.000
H 2.061965 2.701878 -3.861124  -0.001
H -0.539617 1.676466 -5.286779  0.000
H -0.397439 -0.928103 -6.154532  0.000
H 0.392136 -3.176775 -4.756414  0.000
H 1.792665 -2.856017 -3.702177  0.000
H 1.912795 -2.571008 -5.442895  0.000
O -0.919840 0.309558 -1.209429  -0.001
S -2.412696 0.285967 -0.721566  0.000
C -3.209440 -1.009313 -1.705697  0.000
C -4.395970 -0.346586 -2.400996  0.000
C -3.882118 1.012927 -2.868768  0.000
C -3.199499 1.628330 -1.651636  0.000
H -3.484832 -1.825821 -1.039795  0.000
H -2.455443 -1.345686 -2.414611  0.000
H -5.225832 -0.219290 -1.703286  0.000
H -4.753097 -0.961852 -3.225045  0.000
H -4.687021 1.654821 -3.222821  0.000
H -3.167167 0.883497 -3.684651  0.000
H -3.928584 2.069167 -0.968759  0.000
H -2.433224 2.370412 -1.875124  0.000

Cartesian forces (eV/Å) of the 6 atoms listed first:
Os 0.0698 1.5794 -1.7919
C 0.0020 0.1145 -0.1175
C -1.2953 -0.2368 -0.1396
C 0.0356 -0.3504 0.7929
C 0.8118 0.1332 0.0253
N -0.4766 -0.1608 -0.1776

No. 2
A structure of composition C28H40FN3O7SSiTcTe at a distorted geometry, computed with wB97M-V/def2-TZVPD.

⟨S²⟩: 3.77
Electronic energy: -2918.2840 a.u.
Charge: 0
2S+1: 4
Kohn-Sham gap (alpha / beta): 6.492 / 6.529 eV

Each line ends with the Mulliken spin population.
Cartesian coordinates (Å):
Tc 0.213472 0.337766 0.709026  2.574
O 2.531754 -0.017041 0.914480  -0.009
C 3.361682 0.864671 1.689555  0.014
C 3.967991 1.923757 0.770959  -0.009
C 2.994468 2.372984 -0.323800  -0.023
C 1.755620 3.064670 0.172037  0.062
C 1.815814 4.346483 0.692483  -0.011
C 0.648594 5.023649 1.011860  0.023
C -0.559794 4.401571 0.732505  -0.014
C -0.547385 3.114538 0.236254  0.040
N 0.583725 2.411743 0.034014  0.024
H 2.584515 -0.900842 1.302358  -0.007
H 4.161009 0.289379 2.160725  -0.001
H 2.749784 1.326045 2.467987  -0.002
H 4.852850 1.518331 0.277247  0.000
H 4.283220 2.767737 1.387157  0.000
H 2.689297 1.495832 -0.894075  0.013
H 3.523718 3.049521 -0.997857  0.001
H 2.782209 4.818850 0.810250  0.001
H 0.680840 6.013431 1.444471  0.000
H -1.497896 4.914075 0.888170  0.001
H -1.461752 2.613114 -0.049106  -0.015
C -2.302108 1.099287 3.239430  0.014
Si -0.527775 0.707729 3.745670  0.015
C -0.607422 0.371095 5.619553  0.003
C 0.497825 2.314250 3.683747  0.033
N 0.250334 -0.429721 2.647830  0.055
C 0.636727 -1.712781 2.966738  -0.037
C 0.739762 -2.191863 4.293495  0.014
C 1.154856 -3.470418 4.605419  -0.010
C 1.513773 -4.375054 3.617753  0.020
C 1.436668 -3.956489 2.302609  -0.005
C 1.011044 -2.679439 2.021057  0.048
F 0.961741 -2.374104 0.683103  0.033
H -2.572286 2.118989 3.518845  0.002
H -3.014216 0.414625 3.697559  -0.001
H -2.416471 0.996350 2.166943  -0.006
H -1.073119 1.244077 6.081675  0.000
H 0.371535 0.249580 6.084292  0.000
H -1.221906 -0.492691 5.873291  0.000
H -0.074872 3.111009 4.162083  0.002
H 0.701506 2.629408 2.661263  -0.017
H 1.444747 2.236889 4.219540  0.003
H 0.475460 -1.521664 5.091794  0.003
H 1.186349 -3.770592 5.645027  -0.001
H 1.824773 -5.379940 3.862857  0.002
H 1.691867 -4.612341 1.481280  0.000
N -4.800272 -2.827136 -0.195103  0.000
C -3.499606 -3.343669 0.237296  0.000
C -2.966761 -2.493775 1.398123  0.002
O -3.908695 -1.767834 1.992082  0.000
O -1.831504 -2.557782 1.794416  0.007
H -5.260415 -3.493024 -0.801871  0.000
H -4.632750 -1.986189 -0.743193  0.000
H -4.720839 -1.873681 1.448297  0.000
H -2.732664 -3.381025 -0.539230  0.000
H -3.633138 -4.353802 0.633567  0.000
O -1.028095 -1.466841 -1.282081  0.019
S -1.820577 -0.142189 -1.062829  0.000
O -1.056237 0.895500 -1.725944  0.018
O -1.834449 0.133612 0.392991  0.008
O -3.145225 -0.333373 -1.579161  0.001
C -0.279495 0.123546 -8.080978  0.000
C -0.101669 -0.099734 -6.606530  -0.003
C 0.420622 0.887679 -5.786220  0.007
C 0.660428 0.670038 -4.434398  -0.038
C 1.260817 1.775683 -3.608440  0.044
C 0.369608 -0.583344 -3.885884  0.011
Te 0.848984 -1.041603 -1.863243  0.104
C -0.225037 -1.575440 -4.686573  -0.016
C -0.634606 -2.900416 -4.105864  0.013
C -0.447263 -1.316358 -6.030892  0.003
H 0.109574 1.094542 -8.381217  0.000
H -1.333983 0.077249 -8.355158  0.000
H 0.243532 -0.645340 -8.650255  0.000
H 0.664923 1.854608 -6.210845  -0.001
H 1.115814 2.737504 -4.099554  0.001
H 2.334616 1.616963 -3.481031  -0.005
H 0.781790 1.810856 -2.631339  -0.002
H 0.170896 -3.319889 -3.499150  -0.001
H -0.910402 -3.612042 -4.882037  0.001
H -1.491353 -2.751810 -3.446613  -0.004
H -0.889131 -2.087968 -6.650688  0.001

Cartesian forces (eV/Å) of the 6 atoms listed first:
Tc 2.0865 -0.2557 1.4856
O -0.1461 0.1225 0.0082
C 0.1105 0.3346 0.0301
C -0.1918 -0.2568 -0.0564
C 0.0958 -0.1261 0.2755
C -0.0171 -0.2257 -0.1007

Q: Look up the charge of the second one.
A: 0